{"formula": "C42H57BF3GaN8O", "method": "ωB97M-V/def2-TZVPD", "e_tot_ev": -119639.423, "lumo_ev": -7.414, "gap_ev": 6.796, "charge": 2, "symbols": ["Ga", "F", "F", "F", "O", "N", "N", "N", "N", "N", "N", "N", "N", "C", "C", "C", "C", "C", "C", "C", "C", "C", "C", "C", "C", "C", "C", "C", "C", "C", "C", "C", "C", "C", "C", "C", "C", "C", "C", "C", "C", "C", "C", "C", "C", "C", "C", "C", "C", "C", "C", "C", "C", "C", "C", "B", "H", "H", "H", "H", "H", "H", "H", "H", "H", "H", "H", "H", "H", "H", "H", "H", "H", "H", "H", "H", "H", "H", "H", "H", "H", "H", "H", "H", "H", "H", "H", "H", "H", "H", "H", "H", "H", "H", "H", "H", "H", "H", "H", "H", "H", "H", "H", "H", "H", "H", "H", "H", "H", "H", "H", "H", "H"], "positions_angstrom": [[-0.226951, -0.085636, -0.438927], [-8.602350, -2.946463, -3.469639], [-8.751528, -0.803185, -3.640057], [-7.536955, -1.976992, -5.110500], [-1.769874, -0.209153, -3.838053], [-0.528346, -0.300666, 1.494906], [-1.948771, -0.421865, -2.707607], [0.139079, -2.279409, -0.654255], [0.388137, 0.443859, 2.251394], [-0.271684, 1.975176, -0.255447], [2.229186, 0.651093, 0.521227], [0.593391, 2.482342, 0.699019], [1.686089, 0.138420, -0.640231], [-3.028630, -1.455382, -0.654688], [-0.705406, -0.852560, 3.646316], [4.593441, 1.017031, 1.452391], [0.523934, 3.815069, 0.718922], [3.118821, -2.015362, -3.135622], [-0.493461, 4.165971, -0.137749], [-2.555897, -3.128793, 1.811332], [0.835250, -2.823128, 0.319375], [1.339047, 4.759298, 1.543696], [2.336659, -0.699083, -2.881399], [0.536231, -4.224842, -1.966975], [1.308433, -4.070284, 0.325941], [1.196049, -4.817620, -0.872058], [3.934630, 0.130157, -0.876046], [-1.236964, -0.999627, 2.335075], [2.498098, -0.196876, 4.632923], [5.508485, 2.086546, 0.899404], [-2.851808, 4.055862, -1.990240], [-1.789904, 2.953218, -2.026866], [0.004228, -2.979495, -1.788513], [-6.639369, -1.742190, -3.006202], [1.237125, 0.647478, 4.583702], [1.612583, -6.283145, -0.865004], [2.540046, 0.420237, -3.941678], [-4.648421, -2.797884, -2.114912], [0.322342, 0.056829, 3.543507], [5.246579, -0.279501, 1.829054], [0.536430, 0.745256, 5.960980], [-4.348636, -1.620074, -1.462780], [-3.199604, -0.873832, 0.776957], [-0.861302, 3.051462, -0.816113], [2.707556, -0.195376, -1.480198], [-7.917105, -1.851833, -3.795344], [-6.320736, -0.566486, -2.311352], [3.605335, 0.644715, 0.336223], [-1.980517, -0.568559, -1.473830], [0.982426, 4.708749, 3.082202], [-5.215533, -0.543168, -1.479310], [-5.878811, -2.890660, -2.782721], [2.866377, 4.647190, 1.358240], [-1.027988, 2.895020, -3.387678], [-2.592477, -1.628346, 1.957602], [1.361744, 1.381819, 1.576346], [6.118670, -0.079940, 2.497870], [-4.263310, -0.843834, 1.084375], [-6.148290, -3.783401, -3.281179], [-4.123123, -3.709228, -1.886746], [1.087739, 5.788525, 1.167475], [-0.397128, 3.824514, -3.419500], [1.916163, -4.400649, 1.146402], [-2.364479, 4.981548, -1.758812], [-0.342048, 2.041746, -3.393034], [2.797512, -2.489170, -4.029750], [1.776157, 5.307793, 3.637322], [-0.673115, 5.184718, -0.469025], [-2.287205, 1.999493, -1.942945], [-6.860953, 0.366584, -2.521560], [0.681562, -6.886170, -0.893084], [2.161798, -6.461956, -1.747321], [0.904199, -2.185312, 1.145318], [-2.301791, -3.579924, 2.756510], [0.896825, 3.638219, 3.387059], [-3.510720, -3.491870, 1.364606], [-3.682729, 3.806383, -1.300116], [-2.497319, -2.448914, -0.679723], [2.258582, 1.386222, -3.585282], [3.276658, 3.740908, 1.801613], [-0.503785, 1.054495, 5.811108], [-3.249338, -1.509751, 2.854995], [5.614652, -0.817393, 0.934885], [-5.016214, 0.404764, -0.905801], [1.033224, 1.596168, 6.499471], [-1.187569, -1.315382, 4.527182], [-1.659082, 2.900300, -4.232136], [0.036710, 5.267872, 3.244054], [4.607193, -0.980670, 2.357716], [2.291759, -1.219144, 4.905409], [6.286588, 2.425050, 1.615761], [4.906678, -0.086431, -1.330014], [4.184357, -1.732415, -3.233510], [4.925015, 2.873629, 0.510823], [4.044761, 1.517181, 2.261506], [3.543899, 0.431644, -4.389064], [-1.850106, -3.420454, 1.052430], [0.579431, -0.124309, 6.665357], [3.123134, 4.813964, 0.311550], [-3.216440, 4.140253, -3.002573], [3.081635, -0.237058, 3.681604], [2.946909, -2.815119, -2.372789], [1.485593, 1.649300, 4.296896], [2.024601, 2.030270, 2.293937], [5.974396, 1.611612, 0.052739], [3.366010, 5.410794, 1.910857], [2.087861, -6.527476, 0.023102], [1.903484, 0.236648, -4.824754], [-0.551827, -2.587942, -2.600521], [-2.937088, 0.136817, 0.834836], [1.236688, -0.948910, -2.844183], [3.344271, 0.140382, 5.305432], [0.260194, -4.770251, -2.951561]], "forces_ev_per_angstrom": [[0.16, 0.29, 0.28], [0.01, -0.08, -0.06], [0.76, -0.46, -0.38], [-0.83, 0.33, 0.68], [-0.46, -0.20, 0.73], [1.35, 1.93, -0.29], [0.45, -0.02, 2.03], [-0.66, 0.86, -1.62], [0.01, -1.02, -0.35], [-0.06, 0.46, -0.08], [2.39, -0.49, -1.12], [0.03, -1.88, 0.42], [1.31, -0.26, -0.03], [0.06, -0.55, -0.69], [-1.52, -0.90, -0.24], [-1.76, 0.58, -0.65], [-0.18, -0.21, 0.83], [0.16, 0.53, 0.66], [0.82, 2.18, -1.15], [-0.57, -0.24, -1.32], [-0.69, 1.21, 0.55], [0.43, 1.09, 0.97], [-0.16, -0.32, 0.92], [-0.44, -1.58, -0.77], [1.20, -1.62, -1.80], [-0.42, -0.91, 0.72], [-0.74, -0.99, -1.83], [-1.32, -1.16, 1.94], [2.51, 0.14, -0.23], [1.29, -1.21, 0.33], [0.08, -0.97, -0.21], [0.26, -0.36, 0.17], [0.22, -0.20, 0.36], [-0.10, 0.16, 1.65], [-0.36, -1.04, 0.80], [-2.49, 1.47, -0.92], [-0.07, -1.43, -1.06], [-1.46, -0.23, 0.40], [-0.04, 0.61, -0.27], [1.75, -0.40, 0.74], [0.43, 0.92, 0.73], [1.38, 0.65, 1.31], [-1.78, -1.52, 0.34], [-1.35, -1.56, -1.10], [-1.51, 0.45, -0.19], [0.38, 0.04, -0.85], [-0.19, 0.21, -0.81], [-1.10, 0.82, 2.74], [-0.74, -0.26, -2.31], [0.29, 0.78, -0.62], [0.01, 1.51, -0.16], [0.88, 1.29, -0.54], [-0.63, -0.38, -0.21], [1.69, 1.48, 2.24], [1.01, 0.25, 0.98], [0.23, 1.67, -1.39], [-0.53, -0.24, -0.49], [0.20, -0.21, -0.97], [-0.32, -0.92, -0.19], [0.52, -0.11, -0.32], [-0.01, -0.95, 0.35], [-0.40, -0.82, -0.28], [-0.12, -0.38, 0.30], [-0.13, 0.64, 0.31], [-0.05, 0.06, -0.19], [-0.16, -0.15, -1.18], [-0.92, -1.16, -0.50], [-0.20, -0.24, 0.34], [-0.44, -0.42, 0.16], [-0.08, -0.62, 0.42], [0.46, 0.25, -0.17], [0.85, -0.63, -0.84], [0.48, 0.63, 1.43], [-0.13, -0.45, 0.13], [0.14, 1.04, 0.20], [0.31, 0.12, 0.92], [0.57, 0.42, -0.31], [-0.55, 0.91, 0.36], [0.03, 0.68, 0.46], [-0.09, -0.32, -0.49], [0.11, -0.15, 0.20], [0.51, 0.58, -0.72], [0.00, 0.38, 0.42], [-0.02, -1.14, -0.65], [-0.46, -0.81, -0.29], [0.71, 0.51, -0.56], [-0.87, -0.19, -0.85], [0.38, -0.71, 0.04], [-0.29, 0.06, 0.03], [-0.23, -0.40, 0.16], [-0.60, -0.16, -0.44], [-0.44, 0.35, 0.45], [-0.42, -0.56, 0.15], [-0.48, 1.21, -0.22], [-0.04, -0.70, 0.11], [-0.04, 0.11, 0.62], [0.75, -0.28, -0.10], [0.03, 0.44, -1.04], [0.22, -0.48, -0.01], [-0.54, 0.17, -0.20], [-0.93, 0.07, 0.20], [0.37, 1.02, -0.14], [0.09, 0.51, -0.29], [0.23, -0.36, 0.50], [0.79, 0.17, -0.45], [0.10, 0.89, 0.40], [1.27, -0.48, 1.44], [0.03, -0.15, 0.39], [-0.54, 0.73, -0.50], [0.63, 1.61, -0.15], [0.86, 0.32, -0.02], [-1.43, 0.06, -0.15], [0.91, 0.81, 1.89]]}